{"formula": "C7H6BCl3O2", "method": "the ωB97M-V functional and the def2-TZVPD basis", "species": ["C", "C", "H", "C", "Cl", "H", "H", "O", "H", "C", "O", "Cl", "H", "C", "C", "Cl", "C", "B", "H"], "positions_angstrom": [[0.59, -0.31, -0.54], [-2.16, -0.45, -1.02], [-3.20, -0.40, -1.11], [-1.42, -1.55, -1.05], [2.87, -0.32, -1.91], [2.31, 1.79, 2.30], [0.34, -2.57, -0.62], [3.76, 1.45, 0.01], [-1.90, -2.53, -1.16], [-0.19, 0.81, -0.69], [2.28, 0.96, 1.88], [2.50, -1.96, 0.59], [4.27, 2.14, 0.45], [-0.08, -1.55, -0.68], [-1.58, 0.79, -0.83], [0.69, 2.23, -0.36], [2.04, -0.36, -0.33], [2.72, 0.80, 0.65], [-2.35, 1.68, -0.71]], "nbo_charge": [-0.144, -0.204, 0.215, -0.203, 0.014, 0.504, 0.243, -0.897, 0.214, -0.030, -0.894, -0.074, 0.498, -0.155, -0.216, 0.048, -0.265, 1.104, 0.242], "relative_energy_ev": 0.0000, "energy_ev": -49697.0056, "smiles": "OB(O)C(Cl)(Cl)c1ccccc1Cl"}

=====

{"formula": "C40H60O30", "method": "the ωB97M-V functional and the def2-TZVPD basis", "species": ["O", "O", "O", "O", "H", "H", "C", "H", "O", "C", "O", "O", "C", "H", "C", "H", "H", "H", "H", "H", "H", "C", "H", "O", "C", "H", "H", "O", "H", "H", "O", "C", "C", "H", "H", "H", "O", "O", "O", "C", "O", "O", "H", "O", "H", "H", "H", "C", "H", "C", "C", "O", "C", "H", "C", "H", "C", "O", "H", "H", "C", "O", "C", "O", "C", "H", "C", "C", "H", "O", "C", "H", "H", "H", "H", "H", "C", "C", "H", "C", "H", "C", "O", "H", "C", "C", "H", "C", "O", "O", "C", "O", "H", "H", "C", "H", "H", "H", "O", "C", "O", "C", "H", "H", "H", "H", "O", "O", "H", "C", "C", "H", "H", "H", "H", "C", "H", "H", "C", "C", "H", "H", "C", "C", "H", "C", "O", "H", "H", "H"], "positions_angstrom": [[-3.06, 5.44, -2.34], [7.42, -2.30, 3.83], [-1.64, 1.09, -3.96], [3.31, -1.32, -0.65], [2.89, -4.50, -0.56], [-0.43, -0.61, 1.67], [1.96, -5.47, -3.09], [-0.62, -0.82, -6.97], [-2.74, 0.73, 2.68], [-4.27, -2.26, -2.69], [-4.55, 1.14, 1.37], [-0.28, -2.69, -7.70], [1.77, 4.77, 2.90], [-0.89, 1.21, 3.47], [-2.64, 3.96, -0.33], [0.96, -0.98, 0.40], [-1.12, 1.21, 0.23], [4.39, 4.47, 3.56], [3.82, 5.98, 4.13], [-3.28, 4.52, 4.75], [4.94, 5.86, 2.86], [-4.77, -2.36, 1.97], [3.51, 2.96, -0.37], [2.83, 6.77, 2.18], [-1.85, -3.14, 0.19], [3.94, -3.47, 0.87], [-4.51, -2.95, -3.45], [-2.38, -4.40, 0.11], [0.51, -7.09, 0.57], [-3.22, 3.16, 0.21], [1.63, 0.14, 1.82], [-2.88, 3.42, 4.89], [4.82, 1.67, -1.24], [-3.70, 3.46, -2.29], [-4.54, -4.31, 0.32], [-1.81, 3.58, 2.96], [-3.69, 7.48, -2.60], [1.02, 5.99, 3.13], [0.96, 1.94, 0.82], [-3.92, 6.39, -2.23], [-0.76, -2.77, -0.21], [1.24, -6.31, -2.18], [-4.97, 4.36, -0.13], [4.02, 0.59, -1.55], [4.73, -4.56, 2.20], [5.42, 1.87, 0.94], [-0.27, -2.53, -3.16], [-3.49, 4.32, -1.60], [-4.54, -1.50, 2.73], [0.44, 0.94, -1.11], [-4.05, 0.10, -1.77], [5.44, -2.16, 2.77], [-0.05, -1.74, -6.76], [3.51, -2.05, 2.63], [0.46, -0.26, 1.06], [-5.25, -2.36, -1.92], [-3.57, -4.40, 0.87], [2.10, -5.85, -4.21], [-2.17, 3.43, 5.65], [-1.62, -2.05, -5.24], [-0.51, -3.85, -7.08], [-3.66, 2.73, 2.87], [1.97, -4.37, -1.18], [-3.27, -0.47, -3.92], [1.21, -6.32, 0.21], [1.20, -5.80, 1.15], [4.14, -3.05, 4.52], [4.09, -0.36, -0.61], [1.88, 3.98, 3.76], [5.52, -2.93, 4.86], [3.10, 5.35, 2.36], [0.13, -0.98, -4.00], [-2.77, 4.76, 0.42], [5.63, 1.72, -1.99], [-2.15, 0.83, 4.65], [3.89, -4.01, 4.58], [-4.99, 4.73, -1.15], [3.95, 2.96, -1.16], [-3.56, -2.57, -1.98], [-4.38, -0.81, -3.00], [-2.93, -3.37, 2.81], [-2.46, 2.78, 3.59], [2.68, 2.02, 2.09], [-5.51, 4.09, -1.55], [-3.79, 1.50, 2.28], [4.14, 5.44, 3.43], [1.32, -2.22, -4.37], [-1.91, 1.35, 3.60], [2.37, -4.41, -2.52], [1.08, 8.20, 2.71], [1.56, 7.01, 2.71], [4.86, -0.08, 0.41], [-3.80, -0.51, -1.06], [3.21, 3.02, -2.10], [1.77, 1.35, 1.73], [1.11, -1.27, -6.65], [1.16, 4.21, 2.15], [3.26, 5.13, 1.40], [-0.75, -4.90, -7.77], [0.12, 1.03, 0.28], [-5.03, 6.09, -1.59], [-2.52, 0.48, -3.43], [0.16, -5.02, -1.45], [3.15, -4.76, 2.39], [4.62, 3.88, -0.99], [1.45, 0.77, -0.99], [-0.83, -3.80, -5.80], [-2.51, -2.38, 1.07], [6.54, 1.21, -0.11], [1.00, -5.56, -1.05], [4.18, -2.78, 3.02], [-5.06, -1.91, 1.07], [-3.66, 3.04, 5.51], [1.47, -3.44, -0.75], [-4.70, 0.76, -1.42], [3.92, -3.99, 2.05], [2.13, -6.94, 0.12], [0.30, 1.82, -1.65], [5.54, 1.20, 0.08], [-3.48, -3.12, 1.72], [-0.15, 0.21, -1.60], [-5.70, -2.92, 2.37], [6.21, -2.45, 3.88], [0.16, -2.10, -4.22], [-1.74, 3.65, -0.54], [-0.72, -2.41, -5.44], [-2.99, 0.87, -2.25], [-3.92, -5.50, 1.48], [-5.16, -0.17, -3.41], [3.86, -2.32, 5.04]], "lowdin_charge": [0.136, 0.133, 0.146, 0.091, 0.110, 0.141, -0.552, 0.125, 0.027, 0.014, 0.104, 0.078, -0.039, 0.098, 0.022, 0.116, 0.201, 0.065, 0.037, 0.142, 0.102, -0.026, -0.080, 0.048, -0.520, 0.159, 0.074, 0.069, 0.080, 0.078, 0.147, -0.040, -0.299, 0.151, 0.116, 0.200, 0.182, 0.119, 0.092, -0.665, 0.132, 0.057, 0.125, 0.084, 0.019, 0.135, 0.124, -0.238, 0.112, -0.010, -0.084, 0.072, -0.128, 0.119, -0.006, 0.160, -0.131, 0.165, 0.055, 0.079, -0.502, 0.052, -0.114, 0.091, -0.014, 0.059, -0.007, -0.548, 0.167, 0.111, -0.270, 0.076, 0.111, 0.156, 0.182, 0.101, -0.038, 0.023, 0.053, -0.222, 0.203, -0.316, 0.146, 0.031, -0.478, 0.022, 0.118, -0.096, 0.119, 0.055, -0.573, 0.107, 0.059, 0.157, -0.677, 0.190, 0.116, 0.113, 0.062, -0.398, 0.124, -0.622, 0.138, 0.096, 0.122, 0.073, 0.120, 0.068, 0.094, -0.379, -0.297, 0.044, 0.073, 0.134, 0.093, 0.001, 0.113, 0.087, -0.002, -0.382, 0.085, 0.124, -0.569, -0.043, 0.003, -0.275, 0.070, 0.217, 0.166, 0.074], "relative_energy_ev": 18.3177, "energy_ev": -103863.4325, "smiles": "C[C@H]1COC(=O)O1.C[C@H]1COC(=O)O1.C[C@H]1COC(=O)O1.C[C@H]1COC(=O)O1.C[C@H]1COC(=O)O1.C[C@H]1COC(=O)O1.C[C@H]1COC(=O)O1.C[C@H]1COC(=O)O1.C[C@H]1COC(=O)O1.C[C@H]1COC(=O)O1"}

=====

{"formula": "C56H112O14", "method": "the ωB97M-V functional and the def2-TZVPD basis", "species": ["C", "H", "H", "H", "H", "H", "H", "C", "C", "O", "H", "H", "H", "H", "H", "C", "O", "H", "H", "H", "H", "H", "H", "C", "C", "H", "C", "C", "C", "H", "O", "O", "H", "H", "C", "C", "C", "H", "C", "H", "H", "H", "C", "C", "H", "H", "C", "H", "C", "C", "C", "H", "O", "H", "H", "H", "C", "H", "H", "H", "H", "H", "O", "H", "C", "H", "C", "O", "C", "C", "H", "C", "H", "H", "C", "H", "H", "C", "H", "H", "H", "H", "C", "O", "C", "H", "C", "H", "C", "H", "H", "H", "C", "H", "H", "C", "C", "H", "H", "C", "O", "H", "H", "H", "H", "C", "C", "H", "H", "H", "C", "H", "H", "H", "H", "C", "H", "C", "C", "H", "H", "H", "H", "H", "H", "H", "C", "H", "C", "C", "H", "H", "H", "C", "H", "C", "H", "C", "C", "H", "H", "H", "H", "H", "H", "H", "H", "H", "H", "H", "O", "O", "H", "H", "H", "H", "H", "H", "C", "H", "O", "H", "H", "C", "H", "H", "C", "H", "H", "H", "O", "H", "O", "H", "C", "H", "C", "C", "C", "H", "H", "C"], "positions_angstrom": [[-3.14, -1.21, 3.82], [5.40, -2.12, -2.45], [7.50, 0.27, 1.92], [-0.11, 0.52, -5.98], [-7.29, 2.28, 2.26], [0.46, 0.97, -1.35], [0.60, 4.94, -4.92], [-1.22, 4.81, 3.52], [-2.64, 4.83, 4.23], [-5.77, 2.39, 0.85], [-1.71, -5.82, -3.20], [-2.21, 1.63, 3.88], [-4.69, -2.03, 5.15], [-1.41, 0.18, -7.99], [-6.12, -0.38, -0.05], [3.32, -2.49, -2.52], [1.61, 5.29, -0.29], [-1.06, -0.51, 3.57], [-1.83, 5.58, -1.91], [-2.92, -3.95, -0.68], [-1.11, 0.32, -1.73], [-1.07, 2.11, 0.37], [1.64, -0.66, 1.10], [3.53, -5.26, 1.58], [2.62, -0.82, 5.40], [-2.85, -2.68, -2.71], [5.55, 1.03, 1.47], [-0.37, 0.40, -0.93], [-0.93, 1.03, 0.35], [0.92, 1.61, 6.56], [5.61, -1.27, 0.87], [-3.13, 3.48, 4.09], [4.28, -5.27, 3.61], [-0.75, -1.89, 5.90], [-2.37, 6.65, -0.08], [-1.57, -1.24, 5.59], [-2.61, -0.19, -4.98], [3.26, -1.42, -2.31], [-5.48, 0.05, 0.72], [0.33, -1.11, -6.37], [2.68, -3.09, 3.96], [0.27, 3.84, -0.82], [5.93, -1.14, 2.24], [3.20, 3.06, -4.87], [2.31, -3.70, -4.03], [3.56, -1.34, 5.57], [3.01, 5.05, -0.43], [3.17, 4.80, -1.49], [5.30, 0.03, 0.34], [0.17, -6.47, -3.77], [1.27, -6.67, -2.72], [-2.72, 0.60, -4.24], [0.04, 0.66, 1.32], [4.12, 3.38, -4.37], [0.42, 2.94, -3.02], [0.36, 4.18, 0.95], [0.56, -0.66, 1.04], [-0.44, 5.49, 3.87], [-0.78, -4.42, -3.73], [-0.99, -5.22, -1.06], [-3.28, 5.52, 3.68], [1.56, -2.14, -3.87], [0.64, -6.25, -1.51], [-4.00, -4.87, -2.65], [-3.62, -2.33, -2.02], [-0.80, -1.59, -0.45], [-3.21, 4.49, -0.56], [-3.29, 6.30, 0.96], [3.88, -4.58, 2.87], [6.50, 0.25, 2.38], [-4.40, -3.19, -0.14], [-3.62, -2.11, 4.97], [-5.13, -5.21, -1.33], [-4.66, -0.65, 0.86], [-0.17, -5.11, -1.77], [-3.43, -0.91, -4.94], [-5.63, -1.50, -2.09], [-1.68, -1.26, 4.07], [-2.55, 7.68, -0.40], [2.26, 1.20, -4.26], [3.82, 0.63, 4.36], [-2.34, 3.94, -0.18], [2.35, -4.41, 1.04], [2.30, 0.02, 6.53], [0.08, -0.94, -0.40], [-3.43, -3.18, 4.79], [2.53, -2.65, -3.80], [3.14, -6.26, 1.77], [0.92, 4.10, 0.02], [-3.42, 6.20, -1.93], [0.33, -4.15, -1.63], [-1.35, 6.49, 0.28], [-6.28, 1.90, 2.09], [4.37, -5.26, 0.89], [0.75, 0.77, 4.34], [-2.20, 2.63, 3.45], [-0.72, -5.37, -3.20], [-4.96, -1.90, -3.68], [-0.78, -0.62, -3.91], [2.30, 2.25, -3.94], [-5.55, -3.56, -2.56], [-1.89, 0.59, 0.68], [-2.50, 2.55, 2.40], [5.98, 0.22, -0.50], [1.69, 5.04, -3.51], [2.55, -4.00, 3.37], [1.87, 1.30, 6.11], [5.06, -3.81, -2.69], [0.26, 2.64, -4.71], [2.67, -0.22, 3.25], [-5.03, -2.23, -2.64], [-4.01, 4.38, 1.47], [-3.79, 3.87, -1.23], [5.94, 1.98, 1.13], [2.63, 2.06, 6.31], [-0.51, -0.49, -6.08], [1.85, 2.11, 4.07], [1.37, 4.42, -4.35], [3.50, -2.13, -4.85], [0.84, -1.41, -1.04], [1.79, 2.44, 1.17], [1.51, -5.00, 0.69], [-5.65, 2.30, 2.89], [-4.79, 1.57, -0.76], [-5.00, 5.29, 0.35], [1.95, -4.77, 3.85], [-3.97, 5.08, 0.63], [-0.37, -7.39, -3.98], [-1.27, -0.90, -4.84], [-2.70, 5.73, -1.26], [6.61, -1.95, 2.48], [1.75, -1.45, 5.24], [3.35, 4.18, 1.49], [0.97, 3.00, -3.96], [-3.33, -1.36, -1.61], [2.00, 3.05, 0.29], [-3.60, -0.23, 3.97], [3.26, 3.85, 0.45], [-4.63, -4.42, -1.88], [6.53, 0.61, 3.40], [4.15, 3.33, 0.10], [3.03, -3.12, -1.68], [-3.48, -1.56, 2.84], [-1.38, 5.15, 2.50], [-1.44, -1.97, -4.74], [2.11, -5.98, -2.86], [-5.68, -0.03, 2.90], [3.42, 2.58, -5.82], [3.62, 5.92, -0.22], [2.82, -3.74, 0.32], [-2.63, 0.32, -6.32], [-2.86, -1.63, 6.05], [0.12, -1.37, 1.73], [2.60, 2.16, -2.89], [0.62, -6.11, -4.70], [-1.38, -0.23, 5.97], [-7.14, -0.17, 2.03], [3.57, -1.04, -4.89], [2.83, 0.17, 4.26], [-1.32, -2.22, 3.68], [4.77, -2.58, -4.37], [-2.02, -1.33, -7.47], [5.04, -1.29, 2.87], [-3.82, -3.44, -1.04], [-0.54, 3.08, 4.63], [3.32, -2.58, -5.83], [-1.65, -0.38, -7.08], [4.27, 0.13, -0.01], [1.59, -7.71, -2.63], [4.61, 1.21, 2.00], [2.50, 4.24, -5.20], [4.57, -3.76, 2.68], [1.87, -3.69, 2.17], [-2.56, 5.00, 5.30], [1.72, 1.18, 4.62], [-3.89, 1.54, 0.73], [-6.20, 0.38, 2.03], [-0.88, 3.35, 3.62], [4.73, -2.81, -2.97], [2.15, 2.39, -0.58], [-0.14, 3.03, 2.90], [-4.89, 1.41, 0.31]], "lowdin_charge": [-0.181, 0.112, 0.120, 0.105, 0.121, 0.093, 0.122, -0.137, -0.136, -0.142, 0.096, 0.105, 0.120, 0.123, 0.099, -0.169, -0.132, 0.086, 0.106, 0.098, 0.096, 0.095, 0.108, -0.157, -0.191, 0.100, -0.171, -0.152, -0.193, 0.117, -0.139, -0.153, 0.116, 0.115, -0.185, -0.183, -0.186, 0.108, -0.151, 0.112, 0.092, 0.101, -0.231, -0.192, 0.104, 0.118, -0.195, 0.109, -0.193, -0.159, -0.170, 0.119, -0.180, 0.116, 0.088, 0.102, -0.145, 0.114, 0.093, 0.107, 0.105, 0.098, -0.165, 0.108, -0.172, 0.104, -0.165, -0.146, -0.166, -0.157, 0.114, -0.197, 0.124, 0.086, -0.198, 0.102, 0.105, -0.203, 0.117, 0.091, 0.110, 0.089, -0.178, -0.129, -0.149, 0.120, -0.174, 0.115, -0.197, 0.113, 0.104, 0.108, -0.177, 0.112, 0.097, -0.204, -0.154, 0.100, 0.089, -0.154, -0.131, 0.109, 0.099, 0.118, 0.111, -0.177, -0.212, 0.120, 0.102, 0.097, -0.173, 0.098, 0.109, 0.107, 0.122, -0.164, 0.107, -0.188, -0.186, 0.096, 0.097, 0.110, 0.114, 0.116, 0.122, 0.124, -0.188, 0.108, -0.186, -0.172, 0.124, 0.105, 0.122, -0.156, 0.102, -0.168, 0.103, -0.168, -0.191, 0.115, 0.103, 0.087, 0.106, 0.087, 0.098, 0.109, 0.088, 0.119, 0.125, 0.096, -0.132, -0.122, 0.100, 0.089, 0.106, 0.118, 0.110, 0.111, -0.156, 0.119, -0.132, 0.122, 0.102, -0.182, 0.114, 0.121, -0.208, 0.103, 0.121, 0.094, -0.144, 0.098, -0.165, 0.114, -0.188, 0.088, -0.148, -0.185, -0.200, 0.093, 0.089, -0.204], "relative_energy_ev": 0.8006, "energy_ev": -88546.4531}

=====

{"formula": "FHN2O2S", "method": "the ωB97M-V functional and the def2-TZVPD basis", "species": ["F", "N", "O", "S", "N", "O", "H"], "positions_angstrom": [[-0.22, 1.61, -0.02], [0.00, 0.31, 0.28], [2.09, 0.48, -0.46], [-1.78, -0.77, -0.44], [1.22, -0.26, -0.06], [1.28, -1.42, 0.24], [-2.58, 0.04, 0.46]], "nbo_charge": [-0.189, 0.040, -0.348, 0.104, 0.578, -0.349, 0.164], "relative_energy_ev": 4.7034, "energy_ev": -20636.2729}